{
  "formula": "C20H37GeO",
  "method": "ωB97M-V/def2-TZVPD",
  "species": ["Ge", "H", "C", "H", "H", "H", "H", "H", "C", "O", "H", "C", "C", "H", "C", "H", "H", "H", "C", "C", "H", "C", "H", "H", "C", "H", "H", "H", "C", "H", "C", "C", "H", "H", "H", "C", "H", "C", "H", "C", "H", "C", "H", "H", "H", "H", "H", "C", "C", "H", "H", "C", "C", "H", "H", "H", "H", "H", "H"],
  "xyz": [[-0.521847, 0.647435, -0.141014], [0.225694, 3.239356, 1.451224], [0.004043, -4.402415, 0.290638], [0.057886, -3.422976, -3.733125], [-2.949469, 0.383351, -3.347287], [-0.115923, -0.701218, 6.102946], [-0.504823, -1.722852, -3.712652], [-1.252503, 0.113081, -3.021704], [1.802971, 4.335937, 0.469133], [-0.786786, -2.730654, -1.897179], [-1.636620, 1.309057, 1.985629], [-1.959434, 2.046359, -2.373053], [-0.602003, -0.124610, 4.087192], [-0.625777, 1.838495, -4.743640], [0.800227, -3.316180, -0.174378], [0.780216, -1.607074, 4.847210], [-2.972416, 0.789887, -0.864730], [0.325217, -1.024858, 2.367057], [-2.141869, 1.532526, -0.922942], [1.959912, -5.536156, 1.235621], [3.859090, -4.650943, 0.726186], [1.334702, 5.691907, 0.982762], [-1.706288, -3.070576, -3.661737], [2.421155, -6.407491, 1.776660], [-0.013678, -0.019919, 2.660615], [-0.035018, -6.324835, 1.345910], [-1.009285, -4.501206, -0.049381], [2.239440, 4.410601, -0.540377], [0.629562, 3.297681, 0.425229], [-1.026322, 2.624058, -2.480433], [-1.121725, 0.412858, 1.677753], [-0.719640, -2.700163, -3.293736], [1.384129, 1.970069, -1.140040], [1.104507, -1.769104, -1.784612], [-0.151123, -1.030704, -0.758989], [0.391973, -0.624338, 5.132795], [-1.014523, 0.852346, 4.388587], [1.011426, 1.897272, -0.101483], [-1.644600, 0.565371, -5.478544], [0.602125, -5.458903, 1.010565], [0.878118, 0.633986, 2.673031], [2.767733, -4.531169, 0.668497], [2.824498, -2.794637, -0.601887], [-0.170445, 3.733066, -0.202293], [2.168485, 6.410732, 1.001079], [0.938027, 5.587873, 1.990940], [-2.340432, 2.345094, -0.225187], [0.229979, -2.217555, -1.121418], [-1.965727, 0.885181, -3.359188], [-1.870724, -0.403147, 1.667090], [-1.466422, -0.812171, 4.033970], [-1.621205, 1.392154, -4.754550], [2.177489, -3.455797, -0.046302], [-2.337971, 2.162750, -5.039032], [1.221996, 0.083781, 5.220724], [2.604916, 3.922498, 1.104723], [-2.789020, 2.726313, -2.640546], [1.781701, 1.443816, 0.547675], [0.546400, 6.076759, 0.339999]],
  "atomic_forces_ev_per_a": [[-1.2, 2.5, 1.0], [0.0, -0.1, -0.3], [1.1, 0.2, 0.1], [-0.9, 0.9, 1.0], [0.3, 0.2, 0.0], [0.3, -0.1, -0.2], [-0.1, 0.3, 0.1], [0.0, 0.2, -0.1], [0.1, -1.1, -0.3], [0.2, 0.5, 1.8], [-0.1, 0.5, -0.1], [-0.5, -0.3, 0.6], [-0.2, -0.1, -0.3], [0.0, 0.0, -0.2], [-1.0, -0.2, 0.0], [0.0, 0.1, 0.1], [0.4, 0.7, 0.0], [0.1, 0.2, 0.0], [0.2, -1.0, -1.4], [1.2, 0.3, 0.0], [-0.6, 0.3, -0.1], [0.4, -0.2, -0.1], [0.7, 0.5, 0.3], [-0.6, 1.1, -0.6], [-0.4, -0.1, 0.6], [0.6, 1.2, -0.4], [-0.4, 0.2, 0.3], [-0.2, 0.1, 0.3], [-0.4, 0.5, 0.2], [-0.2, -0.1, 0.1], [0.7, -2.1, 0.3], [0.3, -1.5, -2.0], [0.2, 0.1, 0.5], [-1.5, -1.0, 1.3], [0.1, -1.1, 0.5], [-0.3, 0.2, -0.1], [0.2, -0.2, -0.1], [0.9, -0.5, -0.7], [0.0, 0.4, 0.0], [-1.8, -0.6, -0.2], [-0.4, -0.1, -0.1], [-0.4, -0.1, -0.2], [0.2, 0.3, 0.2], [0.2, -0.2, 0.2], [-0.4, -0.2, 0.0], [0.0, 0.1, 0.1], [0.2, -0.1, 0.3], [2.0, -0.4, -2.7], [-0.1, 0.1, 0.0], [0.1, 0.5, 0.1], [0.3, 0.2, 0.1], [0.0, -0.6, 0.1], [0.7, -0.5, 0.6], [0.0, -0.1, -0.2], [0.0, -0.2, 0.1], [-0.3, 0.2, -0.1], [0.3, -0.2, 0.2], [-0.1, 0.2, -0.5], [-0.1, 0.2, 0.0]],
  "homo_lumo_gap_ev": 7.05,
  "energy_ha": -2936.0710,
  "charge": 1,
  "e_lumo_ev": -5.19
}